# 1
Formula: C45H38N2O2PdS2
Source: OMol25
Level of theory: wB97M-V/def2-TZVPD

The geometry in XYZ format:
```
90
Properties=species:S:1:pos:R:3:mulliken_charge:R:1
Pd -1.242 1.031 -0.607 0.093
C 1.452 1.882 7.550 -1.469
C 0.834 1.812 6.185 1.094
C -0.500 2.127 5.961 -0.815
C -1.059 1.983 4.697 -0.379
C -0.270 1.531 3.657 0.008
C 1.081 1.293 3.846 -0.055
C 1.624 1.427 5.105 -1.043
S -0.870 1.300 1.945 0.742
O 0.144 2.126 1.242 -0.648
C -0.342 -0.455 1.957 0.954
C -0.628 -1.160 3.138 -0.999
C -0.264 -2.466 3.292 -1.233
C 0.511 -3.105 2.303 0.904
C 0.952 -4.437 2.444 -0.994
C 1.660 -5.048 1.448 -0.699
C 1.991 -4.336 0.286 -0.892
C 1.577 -3.043 0.122 -0.537
C 0.796 -2.402 1.105 0.135
C 0.254 -1.095 0.893 0.828
C 0.132 -0.627 -0.512 -1.911
C -0.530 -1.539 -1.422 1.654
C -1.203 -2.691 -0.966 -0.319
C -1.633 -3.650 -1.843 -1.172
C -1.440 -3.488 -3.218 -1.005
C -0.888 -2.330 -3.699 -0.972
C -0.438 -1.325 -2.825 0.972
C 0.143 -0.121 -3.303 -1.276
C 0.715 0.769 -2.438 -0.967
C 0.802 0.485 -1.049 1.926
S 2.051 1.324 -0.018 0.445
O 2.444 0.292 0.956 -0.742
C 3.369 1.265 -1.286 0.076
C 3.591 2.424 -2.009 -0.189
C 4.678 2.516 -2.859 -1.063
C 5.568 1.455 -2.980 1.137
C 6.797 1.578 -3.830 -1.401
C 5.327 0.291 -2.258 -0.947
C 4.236 0.194 -1.411 -0.277
H 0.755 2.266 8.291 0.351
H 2.333 2.523 7.528 0.345
H 1.779 0.889 7.864 0.311
H -1.110 2.485 6.779 0.325
H -2.100 2.222 4.531 0.452
H 1.690 1.005 3.002 0.450
H 2.674 1.225 5.261 0.422
H -1.192 -0.663 3.912 0.566
H -0.552 -3.011 4.178 0.428
H 0.712 -4.969 3.353 0.448
H 1.983 -6.074 1.558 0.401
H 2.576 -4.819 -0.483 0.448
H 1.844 -2.499 -0.772 0.477
H -1.378 -2.822 0.092 0.570
H -2.108 -4.544 -1.465 0.597
H -1.745 -4.273 -3.894 0.385
H -0.769 -2.184 -4.763 0.470
H 0.152 0.066 -4.367 0.459
H 1.195 1.664 -2.815 0.366
H 2.920 3.261 -1.877 0.513
H 4.852 3.428 -3.412 0.283
H 6.832 2.542 -4.331 0.341
H 6.834 0.789 -4.579 0.335
H 7.687 1.486 -3.208 0.319
H 6.018 -0.537 -2.351 0.388
H 4.071 -0.691 -0.815 0.546
C -5.171 -3.431 -2.199 -1.492
C -4.517 -2.193 -1.674 1.230
C -4.061 -1.193 -2.526 -0.781
C -3.491 -0.053 -1.992 0.263
N -3.332 0.149 -0.682 -0.561
C -3.738 -0.820 0.137 -0.459
C -4.335 -1.986 -0.309 -0.652
H -5.509 -3.285 -3.223 0.372
H -6.017 -3.705 -1.572 0.429
H -4.467 -4.263 -2.189 0.233
H -4.160 -1.294 -3.596 0.326
H -3.164 0.749 -2.644 0.190
H -3.602 -0.640 1.199 0.475
H -4.654 -2.733 0.403 0.424
C -3.110 5.556 -1.529 -0.063
C -2.325 5.304 -0.415 -1.248
C -1.607 4.120 -0.357 -0.190
N -1.630 3.216 -1.334 0.281
C -2.377 3.465 -2.404 -0.102
C -3.140 4.612 -2.543 -1.125
H -3.670 6.476 -1.614 0.398
H -2.259 6.018 0.392 0.427
H -0.965 3.886 0.486 0.703
H -2.339 2.726 -3.198 0.563
H -3.732 4.767 -3.433 0.402
```

* ΔE to the lowest compared entry with this formula, charge and spin: 0.00 kJ/mol
* maximum force: 2.2 eV/Å
* net charge: 0
* M: 809.365 g mol⁻¹
* HOMO-LUMO gap: 7.2 eV
* LUMO: 0.0218 hartree

# 2
Formula: C2H3IN2O
Source: OMol25
Level of theory: wB97M-V/def2-TZVPD

The geometry in XYZ format:
```
9
Properties=species:S:1:pos:R:3:mulliken_charge:R:1
C -0.591 0.406 -0.616 0.010
C 0.359 -0.607 -0.046 0.543
N -0.122 1.060 -1.522 -0.436
N 0.872 -0.472 1.227 -0.395
O 0.850 -1.411 -0.835 -0.530
I -2.573 0.628 0.485 -0.014
H -0.713 1.639 -2.193 0.308
H 0.364 -0.026 2.014 0.251
H 1.554 -1.217 1.486 0.263
```

* ΔE to the lowest compared entry with this formula, charge and spin: 39.97 kJ/mol
* structure (SMILES): [H]/N=C(\I)C(N)=O
* maximum force: 3.8 eV/Å
* net charge: 0
* M: 197.963 g mol⁻¹
* HOMO-LUMO gap: 9.5 eV
* LUMO: -0.0153 hartree

# 3
Formula: C4H4OS2
Source: OMol25
Level of theory: wB97M-V/def2-TZVPD

The geometry in XYZ format:
```
11
Properties=species:S:1:pos:R:3:mulliken_charge:R:1
C 1.277 -1.298 -0.099 0.052
C 0.308 -0.314 0.634 -0.607
C -0.112 0.941 -0.045 0.489
C -1.542 1.025 -0.492 -0.256
H 2.276 -1.368 0.427 0.301
H -0.528 -0.960 0.825 0.260
H 0.729 -0.180 1.662 0.332
H -1.683 1.950 -1.067 0.319
O 1.024 -1.830 -1.128 -0.426
S 0.844 2.191 -0.431 -0.214
S -2.591 -0.157 -0.286 -0.252
```

* ΔE to the lowest compared entry with this formula, charge and spin: 143.49 kJ/mol
* structure (SMILES): O=CCC(=S)C=S
* maximum force: 2.2 eV/Å
* net charge: 0
* M: 132.209 g mol⁻¹
* HOMO-LUMO gap: 7.2 eV
* LUMO: -0.0731 hartree